Record 1
C35H49BrF3N2O4P2SSe4Y as an isolated structure at a distorted geometry. Source: the Open Molecules 2025 dataset; level of theory: ωB97M-V/def2-TZVPD.

```
! wB97M-V def2-TZVPD RIJCOSX def2/J DEFGRID3
* xyz -2 1
Y 1.965 0.611 -0.120
C -3.301 -2.233 0.379
C -2.415 -3.469 0.536
C -2.802 -4.227 1.804
P -0.606 -2.932 0.565
C 0.208 -4.633 0.526
C 0.564 -4.969 1.982
C 1.488 -4.659 -0.309
C -0.567 -2.372 -1.182
C -0.612 -3.255 -2.257
C -0.584 -2.816 -3.571
C -0.554 -3.784 -4.728
C -0.567 -1.445 -3.799
C -0.587 -0.543 -2.756
C -0.564 -0.965 -1.416
N -0.512 -0.097 -0.321
C -1.397 0.931 -0.194
C -2.474 1.203 -1.069
C -3.323 2.277 -0.864
C -3.164 3.140 0.213
C -4.062 4.335 0.420
C -2.159 2.836 1.130
C -1.311 1.755 0.969
P -0.050 1.237 2.180
C -1.060 -0.113 3.010
C -2.509 0.174 3.414
C -0.283 -0.777 4.145
C 0.037 2.654 3.422
C 1.414 2.578 4.084
C -1.046 2.784 4.492
H -4.353 -2.522 0.288
H -3.202 -1.576 1.247
H -3.028 -1.652 -0.503
H -2.561 -4.123 -0.333
H -2.589 -3.617 2.687
H -3.874 -4.451 1.801
H -2.259 -5.169 1.893
H -0.499 -5.383 0.146
H 1.292 -4.246 2.355
H -0.309 -4.941 2.636
H 1.010 -5.967 2.046
H 2.180 -3.888 0.041
H 1.990 -5.624 -0.186
H 1.306 -4.497 -1.369
H -0.655 -4.323 -2.062
H -0.272 -4.782 -4.388
H -1.532 -3.852 -5.214
H 0.168 -3.460 -5.479
H -0.538 -1.074 -4.818
H -0.564 0.514 -2.976
H -2.642 0.552 -1.918
H -4.142 2.450 -1.558
H -4.655 4.535 -0.474
H -4.753 4.177 1.255
H -3.475 5.229 0.647
H -2.055 3.476 2.001
H -1.096 -0.826 2.185
H -2.575 0.658 4.388
H -3.018 0.798 2.678
H -3.054 -0.775 3.487
H -0.212 -0.123 5.020
H -0.783 -1.700 4.459
H 0.726 -1.030 3.817
H 0.016 3.557 2.806
H 1.564 1.617 4.580
H 2.200 2.680 3.339
H 1.537 3.372 4.830
H -1.009 1.943 5.184
H -0.867 3.697 5.070
H -2.049 2.843 4.070
Se 2.966 -1.241 2.059
Se 4.236 0.528 2.872
Se 5.484 1.412 1.135
Se 4.015 2.575 -0.235
C 1.935 5.384 0.829
C 1.099 4.212 0.393
N 0.057 4.479 -0.421
O 1.335 3.080 0.805
H 1.586 6.325 0.403
H 2.961 5.189 0.512
H 1.929 5.442 1.917
H 0.047 5.326 -0.961
H -0.393 3.674 -0.835
F 1.080 3.595 -5.194
C 0.608 3.319 -3.971
F -0.607 2.760 -4.123
F 0.416 4.509 -3.350
S 1.785 2.239 -2.991
O 1.915 1.076 -3.813
O 2.903 3.128 -2.885
O 0.992 2.057 -1.763
Br 5.021 -2.480 -5.701
C 4.333 -1.765 -4.052
C 4.956 -0.685 -3.463
C 4.401 -0.153 -2.302
C 3.225 -0.637 -1.702
C 2.681 -1.762 -2.345
C 3.206 -2.333 -3.499
H 5.847 -0.250 -3.899
H 4.926 0.693 -1.879
H 1.788 -2.224 -1.944
H 2.739 -3.196 -3.958
*
```

Summary:
LUMO (eV): 4.12
Electronic energy (eV): -418304.9767
Gap between HOMO and LUMO (eV): 5.843

Record 2
C43H53N9O3PRbS as an isolated structure at a distorted geometry. Source: the Open Molecules 2025 dataset; level of theory: ωB97M-V/def2-TZVPD.

```
! wB97M-V def2-TZVPD RIJCOSX def2/J DEFGRID3
* xyz 0 1
Rb 11.252 14.224 13.868
C 13.510 8.484 16.226
C 13.231 9.254 17.366
C 12.239 10.227 17.353
C 11.634 10.588 16.134
C 12.057 9.888 15.008
C 12.872 8.765 15.043
N 10.599 11.523 15.920
N 9.985 11.829 16.967
C 8.906 12.796 16.644
C 7.627 12.477 17.073
C 6.542 13.183 16.618
C 6.765 14.335 15.836
C 8.078 14.576 15.474
N 9.070 13.783 15.817
H 14.218 7.670 16.345
H 13.730 9.004 18.285
H 12.039 10.862 18.196
H 11.541 10.186 14.061
H 13.058 8.225 14.143
H 7.382 11.654 17.733
H 5.553 12.712 16.841
H 5.968 15.059 15.639
H 8.473 15.403 14.883
N 7.869 14.623 12.020
C 7.842 14.294 10.660
C 6.772 13.648 9.992
C 6.905 13.297 8.655
C 7.942 13.731 7.885
C 9.063 14.305 8.542
C 10.251 14.443 7.927
C 11.332 14.850 8.694
C 11.300 15.078 10.063
N 10.154 14.926 10.678
C 9.081 14.553 9.958
H 6.959 14.724 12.501
H 8.598 15.260 12.311
H 5.845 13.399 10.518
H 6.076 12.759 8.270
H 8.105 13.428 6.841
H 10.467 14.140 6.866
H 12.312 15.038 8.261
H 12.169 15.451 10.624
N 13.344 12.382 10.710
C 13.105 12.091 9.378
C 13.859 12.555 8.320
C 13.354 12.510 7.006
C 12.115 11.967 6.739
C 11.491 11.258 7.750
C 11.933 11.384 9.064
S 11.045 10.690 10.374
N 12.171 10.627 11.574
C 13.145 11.413 11.650
C 14.034 11.450 12.889
C 15.243 10.788 12.938
C 15.884 10.593 14.195
C 15.417 11.332 15.239
C 14.353 12.146 15.090
N 13.651 12.186 13.956
H 14.117 13.043 10.868
H 14.786 13.121 8.425
H 13.941 12.974 6.237
H 11.755 11.950 5.723
H 10.610 10.639 7.539
H 15.603 10.293 12.045
H 16.784 9.955 14.257
H 15.910 11.352 16.217
H 13.868 12.754 15.893
C 14.399 15.881 14.286
C 14.054 16.367 12.849
C 14.792 15.390 11.887
C 14.848 17.720 12.706
O 12.720 16.484 12.716
H 15.404 15.747 14.456
H 13.876 14.884 14.344
H 13.930 16.528 15.154
H 15.835 15.485 12.110
H 14.649 15.485 10.794
H 14.533 14.371 12.079
H 15.949 17.530 12.758
H 14.537 18.403 13.549
H 14.781 18.222 11.741
C 12.648 16.497 19.555
N 12.487 15.294 18.688
C 13.263 14.101 19.005
C 11.905 15.181 17.430
C 10.965 16.286 16.963
O 12.187 14.194 16.743
H 13.558 17.085 19.366
H 12.649 16.146 20.574
H 11.744 17.104 19.290
H 14.326 14.160 18.612
H 12.812 13.194 18.604
H 13.329 14.068 20.045
H 11.581 17.181 16.800
H 10.304 16.470 17.830
H 10.395 16.000 16.098
C 10.447 18.021 11.468
P 9.818 18.090 13.110
C 8.306 19.063 13.119
C 11.041 18.973 13.982
O 9.589 16.739 13.713
H 10.618 18.977 10.953
H 9.926 17.340 10.858
H 11.422 17.551 11.632
H 8.391 19.956 12.488
H 8.030 19.412 14.099
H 7.584 18.292 12.745
H 11.287 19.948 13.500
H 11.948 18.378 13.978
H 10.774 19.262 15.048
*
```

Summary:
LUMO (eV): -0.27
Electronic energy (eV): -85783.4603
Gap between HOMO and LUMO (eV): 6.376

Record 3
A 3-piece molecular cluster, C3H12NO4 overall at a distorted geometry. Source: the Open Molecules 2025 dataset; level of theory: ωB97M-V/def2-TZVPD.

```
! wB97M-V def2-TZVPD RIJCOSX def2/J DEFGRID3
* xyz 1 1
O -1.797 0.551 0.358
C -1.205 -0.174 1.104
C 0.159 -0.741 0.681
C 1.239 0.086 1.401
O 0.735 0.565 2.656
N 0.236 -0.534 -0.823
H -1.544 -0.476 2.092
H 0.199 -1.815 0.845
H 1.331 0.976 0.782
H 2.168 -0.440 1.571
H 1.043 0.006 3.376
H -0.484 -1.155 -1.196
H 0.126 0.476 -1.021
H 1.174 -0.719 -1.182
H 1.089 2.929 -0.690
H 1.951 2.288 -1.772
O 1.373 2.067 -1.030
H -1.659 -2.662 -3.015
H -0.773 -1.787 -3.918
O -1.175 -1.827 -3.030
*
```

Summary:
LUMO (eV): -3.07
Electronic energy (eV): -12978.8871
Gap between HOMO and LUMO (eV): 11.056

Record 4
C5H6N2O as an isolated structure at a distorted geometry. Source: the Open Molecules 2025 dataset; level of theory: ωB97M-V/def2-TZVPD.

```
! wB97M-V def2-TZVPD RIJCOSX def2/J DEFGRID3
* xyz 0 1
C -0.131 0.154 -0.206
C 0.180 1.598 -0.610
C 0.004 2.813 -1.047
C 1.098 -0.502 0.494
C 0.833 -1.917 1.109
H -3.284 0.070 0.499
H -2.595 1.371 0.094
H 0.129 4.130 -0.831
H 1.578 0.510 0.913
H 1.098 -2.177 2.363
H 0.046 -2.322 0.511
N -2.476 0.320 -0.360
N -1.130 -0.541 -0.203
O 2.046 -1.613 0.244
*
```

Summary:
LUMO (eV): -0.33
Electronic energy (eV): -10299.5568
Gap between HOMO and LUMO (eV): 9.221

Record 5
An isolated molecule of C3H7NO2. Source: the Open Molecules 2025 dataset; level of theory: ωB97M-V/def2-TZVPD.

```
! wB97M-V def2-TZVPD RIJCOSX def2/J DEFGRID3
* xyz 0 1
C -0.058 -0.651 -2.148
N 0.283 0.481 -1.331
C 0.184 0.497 -0.073
O 0.539 1.636 0.558
O -0.234 -0.485 0.736
C -0.261 -0.242 2.145
H 0.835 -0.972 -2.695
H -0.793 -0.327 -2.894
H -0.464 -1.506 -1.596
H 0.793 2.168 -0.217
H 0.734 0.007 2.523
H -0.606 -1.173 2.599
H -0.953 0.568 2.395
*
```

Summary:
LUMO (eV): 0.89
Electronic energy (eV): -8808.9962
Gap between HOMO and LUMO (eV): 10.124
SMILES: C/N=C(/O)OC

Record 6
An isolated molecule of C13H14N2O3 at a distorted geometry. Source: the Open Molecules 2025 dataset; level of theory: ωB97M-V/def2-TZVPD.

```
! wB97M-V def2-TZVPD RIJCOSX def2/J DEFGRID3
* xyz 0 1
O 2.058 0.016 2.164
O 4.431 -0.834 -1.393
O -0.245 -1.196 1.030
C 2.173 -0.640 1.144
C 3.474 -1.210 -0.713
C -1.420 3.566 -0.025
C -0.211 3.009 -0.472
C -2.417 2.696 0.445
C 0.028 1.619 -0.467
C -2.206 1.324 0.414
C -1.016 0.797 -0.029
N 3.390 -0.676 0.547
N 1.097 -1.356 0.590
C 2.349 -2.051 -1.329
C -3.146 0.277 0.912
C -1.071 -0.658 -0.006
C 1.403 -2.496 -0.271
C -2.529 -0.968 0.230
H -1.593 4.661 -0.027
H 0.575 3.727 -0.760
H -3.402 3.123 0.728
H 0.975 1.220 -0.801
H 4.089 0.030 0.758
H 2.749 -2.931 -1.828
H 1.833 -1.439 -2.092
H -3.142 0.201 2.008
H -4.155 0.434 0.595
H -0.815 -1.014 -1.011
H 0.521 -2.942 -0.709
H 1.869 -3.270 0.301
H -2.967 -1.111 -0.739
H -2.679 -1.911 0.808
*
```

Summary:
LUMO (eV): 0.57
Electronic energy (eV): -22829.5790
Gap between HOMO and LUMO (eV): 9.710
SMILES: O=C1CCN(O[C@H]2CCc3ccccc32)C(=O)N1

Record 7
C16H36NOP2STc as an isolated structure at a distorted geometry. Source: the Open Molecules 2025 dataset; level of theory: ωB97M-V/def2-TZVPD.

```
! wB97M-V def2-TZVPD RIJCOSX def2/J DEFGRID3
* xyz 1 2
Tc -0.056 -1.044 0.173
S 4.008 -2.948 -1.000
C 2.709 -2.233 -0.469
N 1.754 -1.659 -0.068
C -3.214 -3.265 -1.016
O -2.058 -2.590 -0.527
C -2.020 -1.307 -0.173
C -3.320 -0.577 -0.225
H -3.994 -3.326 -0.254
H -2.881 -4.269 -1.268
H -3.612 -2.780 -1.909
H -4.080 -1.107 0.352
H -3.683 -0.529 -1.256
H -3.234 0.433 0.166
C -0.529 -0.731 3.628
P -0.262 -2.036 2.366
C -1.517 -3.286 2.841
C 1.251 -2.813 3.033
H -0.575 -1.173 4.623
H -1.456 -0.199 3.427
H 0.303 -0.030 3.590
H -1.418 -3.511 3.903
H -1.346 -4.196 2.269
H -2.525 -2.926 2.639
H 1.125 -3.040 4.090
H 2.087 -2.128 2.906
H 1.465 -3.732 2.492
C -1.728 2.650 -1.252
C -0.423 2.601 -0.461
C -0.706 2.561 1.039
P 0.579 1.078 -0.867
C 0.545 1.000 -2.736
C 1.192 2.156 -3.490
C 1.126 -0.336 -3.193
C 2.340 1.545 -0.383
C 2.751 3.001 -0.600
C 2.644 1.155 1.066
H -2.383 3.415 -0.840
H -2.240 1.693 -1.198
H -1.555 2.893 -2.296
H 0.165 3.493 -0.697
H -1.213 1.627 1.299
H -1.335 3.397 1.335
H 0.216 2.616 1.610
H -0.528 0.994 -2.964
H 2.274 2.128 -3.398
H 0.826 3.121 -3.147
H 0.952 2.070 -4.549
H 2.183 -0.411 -2.944
H 1.025 -0.432 -4.272
H 0.597 -1.170 -2.723
H 2.953 0.905 -1.030
H 2.289 3.654 0.138
H 2.502 3.359 -1.592
H 3.832 3.076 -0.481
H 2.190 1.841 1.777
H 3.718 1.178 1.229
H 2.295 0.147 1.287
*
```

Summary:
LUMO (spin up / spin down) (eV): -4.50 / -4.19
Electronic energy (eV): -52318.0518
Gap between HOMO and LUMO (spin up / spin down) (eV): 6.141 / 6.680

Record 8
A 2-piece molecular cluster, C4H10NO2 overall at a distorted geometry. Source: the Open Molecules 2025 dataset; level of theory: ωB97M-V/def2-TZVPD.

```
! wB97M-V def2-TZVPD RIJCOSX def2/J DEFGRID3
* xyz -1 1
C 0.347 0.376 -0.866
O 1.719 2.617 0.491
C 1.086 -0.221 0.226
C -0.048 -1.136 -0.439
C -1.858 -1.004 -0.326
O -2.193 -1.069 0.892
N 0.765 0.235 1.574
H -0.301 1.173 -0.550
H 0.848 0.496 -1.817
H 2.127 -0.498 0.139
H 0.234 -1.694 -1.370
H -0.172 -1.915 0.312
H -2.112 -0.041 -0.901
H -2.140 -1.778 -1.139
H 0.802 2.854 0.683
H -0.249 0.381 1.578
H 1.145 1.223 1.513
*
```

Summary:
LUMO (eV): 3.66
Electronic energy (eV): -9890.4284
Gap between HOMO and LUMO (eV): 7.039